Entry 1:
Density functional theory data (the ωB97M-V functional and the def2-TZVPD basis) for a structure of composition C21H31Cl5IrP2 at a distorted geometry.

Values from the calculation:
- Expectation value of S²: 8.806
- Net charge: +2
- E_LUMO (alpha / beta): -6.11 / -9.56 eV
- 2S+1: 6
- HOMO (alpha / beta): -12.21 / -14.02 eV

Each line ends with the Löwdin charge.
Element x y z (Å)
P  0.55092  0.72822  2.56150  0.6543
P  0.47936  -2.07877  -1.07009  0.8472
C  -0.61190  0.61190  -0.09843  -0.4330
C  -0.69746  -0.79484  -0.66232  -0.4019
H  -0.27637  1.34660  -0.89817  0.0160
H  -1.42330  0.92092  0.57598  0.0645
H  -1.49686  -1.20884  -0.06091  0.0830
H  -0.92669  -0.71510  -1.74256  0.0545
C  1.49616  -1.57888  -2.46234  -0.1879
H  1.93571  -2.52277  -2.84553  0.0901
H  2.26535  -0.86128  -2.13652  0.0149
H  0.94794  -1.08991  -3.29813  0.0792
C  -0.74224  -3.24917  -1.71101  -0.1648
H  -1.21541  -2.91548  -2.66091  0.0939
H  -1.54146  -3.39765  -0.96197  0.0494
H  -0.18265  -4.18163  -1.88896  0.0811
C  1.29454  2.36709  2.75408  -0.2459
H  1.70282  2.46965  3.76760  0.0702
H  0.50156  3.10739  2.61701  0.0524
H  2.08303  2.39334  1.97320  0.0345
C  -1.11530  0.86484  3.30753  -0.2137
H  -1.70095  -0.06481  3.22102  0.0569
H  -1.67376  1.64547  2.77917  0.0232
H  -1.07813  1.17987  4.37302  0.0839
Ir  1.23321  0.47596  0.38053  0.9060
C  -1.89639  1.22803  -2.29895  -0.1104
C  -0.63008  1.49011  -2.71168  -0.1399
C  -0.10022  2.85474  -2.88628  -0.1689
C  -0.43541  3.87342  -1.79601  -0.1600
C  -0.64546  3.40712  -0.38822  -0.1340
C  -1.83442  3.05629  0.13686  -0.1389
C  -3.09619  2.88041  -0.63731  -0.1567
C  -2.96522  2.22406  -2.02423  -0.1543
C  1.51083  -0.34655  3.65024  -0.2541
H  -2.27216  0.20119  -2.32846  0.1128
H  0.10060  0.70144  -2.91993  0.0880
H  -0.48437  3.25901  -3.83249  0.1395
H  0.98139  2.74040  -2.99487  0.1161
H  0.44326  4.52915  -1.74455  0.1240
H  -1.25610  4.50249  -2.16281  0.1266
H  0.23241  3.49164  0.24756  0.0894
H  -1.96111  2.86214  1.19833  0.0854
H  -3.63360  3.83318  -0.78744  0.1377
H  -3.75034  2.26891  0.00132  0.1166
H  -3.89145  1.64272  -2.11816  0.1218
H  -3.00928  3.01008  -2.78704  0.1283
H  0.89516  -1.25794  3.64159  0.0340
H  1.77774  -0.09539  4.71396  0.0904
H  2.40360  -0.57113  3.02961  0.0262
Cl  3.68090  -1.32874  0.17773  0.6897
C  2.78347  -2.84733  0.47131  -0.5991
C  1.38116  -2.81644  0.32373  -0.3899
C  0.69519  -3.66789  1.21932  -0.6894
Cl  -0.92472  -3.31775  1.68082  0.7586
C  1.27572  -4.89652  1.59002  -0.6525
Cl  0.28984  -6.14682  2.19293  0.8349
C  2.64305  -5.15024  1.31144  -0.6614
Cl  3.31705  -6.71158  1.55173  0.7995
C  3.44065  -4.05504  0.85146  -0.6720
Cl  5.12640  -4.29928  0.61566  0.7540

Entry 2:
Density functional theory data (the ωB97M-V functional and the def2-TZVPD basis) for a cluster of 3 separate species, C21H31F3N3O6 in total.

Values from the calculation:
- Net charge: +1
- E_LUMO: -2.43 eV
- Relative energy (zero: lowest compared OMol25 entry of this formula, charge and spin): 0.00 kJ/mol
- HOMO: -11.61 eV

Each line ends with the Löwdin charge.
Element x y z (Å)
C  2.45818  -3.14037  2.74988  -0.0306
C  1.98143  -3.76219  1.43852  -0.3793
O  1.31738  -4.99946  1.64642  -0.0204
C  1.06030  -2.84804  0.58970  -0.0580
O  0.81810  -1.55946  1.20869  -0.0576
C  0.80373  -0.50411  0.33819  -0.3395
O  1.95979  -0.30280  -0.39060  -0.0499
C  2.96905  0.07428  0.54149  -0.0647
C  2.25053  1.12254  1.39525  -0.1385
C  2.69581  1.15984  2.85149  -0.1569
O  4.10748  1.19514  2.75825  -0.1319
O  4.64181  1.17395  4.08330  0.0188
N  0.77592  0.76756  1.17742  0.0542
C  -0.17667  0.85039  2.33401  -0.0586
C  -1.62821  0.68220  1.87571  -0.1609
O  -2.02582  -0.62902  1.57400  -0.1041
C  -2.07418  -1.49044  2.68599  -0.0791
C  -2.64430  -2.84479  2.24911  -0.5542
F  -1.91246  -3.84454  2.80880  0.1208
F  -2.61490  -3.01096  0.91381  0.1548
F  -3.91941  -3.01757  2.66046  0.1449
H  2.80261  -3.95290  3.39892  0.0965
H  1.65775  -2.61051  3.27397  0.0768
H  3.31615  -2.47863  2.60237  0.0727
H  2.86207  -3.99777  0.83158  0.1475
H  0.87971  -4.99107  2.50223  0.0918
H  0.10068  -3.36004  0.49192  0.1313
H  1.46760  -2.69627  -0.41137  0.1361
H  -0.04135  -0.47669  -0.36140  0.1904
H  3.84994  0.46496  0.03650  0.1546
H  3.27746  -0.80329  1.11758  0.1245
H  2.35316  2.09766  0.91030  0.1726
H  2.36385  0.25326  3.37968  0.1315
H  2.31204  2.04418  3.37406  0.1405
H  4.66197  0.22995  4.30774  0.1092
H  0.43563  1.46816  0.50745  0.1464
H  -0.06989  1.85870  2.74771  0.1482
H  0.13422  0.14409  3.10245  0.1265
H  -1.76300  1.24896  0.94477  0.1394
H  -2.29139  1.14785  2.61843  0.1455
H  -2.71797  -1.08057  3.47436  0.1519
H  -1.07748  -1.69179  3.09418  0.1231
N  0.37359  2.05298  -1.83400  0.0492
C  -0.01236  3.26828  -2.22650  -0.1607
C  0.33488  3.82068  -3.44948  -0.0681
C  1.14592  3.08892  -4.30373  -0.0540
C  1.56097  1.82533  -3.91070  -0.0420
C  1.13376  1.35181  -2.68247  -0.1371
H  -0.63843  3.81660  -1.53169  0.1090
H  -0.01898  4.80558  -3.72019  0.1126
H  1.44569  3.49545  -5.26049  0.1156
H  2.19246  1.21743  -4.54277  0.1119
H  1.41761  0.36998  -2.33674  0.0925
N  -4.25407  0.40967  -2.58369  0.0528
C  -5.14130  0.33508  -3.57370  -0.1482
C  -4.99050  0.98379  -4.79162  -0.0645
C  -3.85803  1.75537  -4.99444  -0.0715
C  -2.92760  1.84475  -3.97110  -0.0714
C  -3.17185  1.15416  -2.79483  -0.1684
H  -6.01565  -0.27564  -3.37991  0.1061
H  -5.74503  0.88370  -5.55929  0.1050
H  -3.70469  2.27700  -5.93018  0.1080
H  -2.02497  2.43032  -4.07891  0.0787
H  -2.45872  1.19841  -1.97693  0.0780

Entry 3:
Density functional theory data (the ωB97M-V functional and the def2-TZVPD basis) for a structure of composition C21H31FeN2Se at a distorted geometry.

Values from the calculation:
- Expectation value of S²: 8.767
- Net charge: +2
- E_LUMO (alpha / beta): -5.64 / -8.27 eV
- 2S+1: 6
- HOMO (alpha / beta): -14.59 / -14.67 eV

Each line ends with the Löwdin charge.
Element x y z (Å)
C  1.06489  2.22397  0.32015  -0.0942
H  1.22670  2.76245  1.25957  0.1022
H  1.93173  2.47878  -0.30245  0.1003
H  1.07188  1.16138  0.50654  0.0158
C  -0.24763  2.65592  -0.33291  -0.3252
H  -0.59719  1.78745  -0.95318  0.0538
H  -1.06286  2.83563  0.39214  0.1062
C  0.02064  3.87010  -1.19670  -0.0843
H  -0.84496  4.43810  -1.54940  0.0916
H  0.66650  4.53602  -0.61406  0.0942
H  0.61775  3.57989  -2.06799  0.0785
C  -0.92116  -2.08581  -0.93990  -0.2975
C  -1.33064  -1.06278  -1.87266  -0.2640
C  -0.13895  -0.37571  -2.31921  -0.2426
C  0.98681  -0.95780  -1.65887  -0.2360
C  0.51768  -2.00829  -0.81116  -0.2467
C  1.39999  -2.94952  -0.08607  0.0008
C  2.40504  -0.67713  -1.99796  0.0062
C  -0.04034  0.64912  -3.38815  0.0008
C  -2.71014  -0.74287  -2.30103  0.0092
C  -1.79272  -3.04730  -0.23384  -0.0292
Fe  -0.47224  -0.20529  -0.16474  0.6359
H  3.08441  -0.91108  -1.17700  0.0885
H  2.74651  -1.26279  -2.86232  0.1222
H  2.57140  0.37117  -2.25380  0.0877
H  2.37674  -2.50809  0.13567  0.0926
H  0.96992  -3.28548  0.85886  0.0776
H  1.59477  -3.85627  -0.66998  0.1223
H  -2.77266  -2.61295  -0.01985  0.0753
H  -1.94294  -3.95750  -0.82769  0.1182
H  -1.36452  -3.34217  0.73190  0.0888
H  -2.76248  0.26667  -2.72016  0.0936
H  -3.07970  -1.44385  -3.05870  0.1213
H  -3.40074  -0.76766  -1.45196  0.0906
H  0.80184  1.33645  -3.23138  0.0872
H  0.11644  0.18691  -4.37380  0.1221
H  -0.94091  1.26443  -3.46410  0.0923
C  0.80585  -1.28911  3.25546  0.0082
N  -0.12844  -0.30822  3.79257  -0.0552
C  -1.18057  0.29993  3.16218  -0.5776
Se  -2.00932  -0.07270  1.52590  0.9247
N  -1.69166  1.17412  4.07890  0.1336
C  -0.99290  1.12203  5.28164  -0.1768
C  -1.20732  1.78559  6.49180  0.0279
C  -0.34925  1.44781  7.55801  -0.0285
C  0.66110  0.47999  7.36887  -0.0326
C  0.82890  -0.19704  6.14890  0.0216
C  -0.01313  0.17543  5.10539  -0.1632
H  1.78284  -0.79408  3.07482  0.1239
H  0.39250  -1.67804  2.31134  0.0498
H  0.90806  -2.09892  4.00242  0.1202
H  -2.49944  1.76668  3.88764  0.1770
H  -2.00996  2.51684  6.58045  0.1269
H  -0.43521  1.95301  8.52620  0.1265
H  1.30936  0.25465  8.21414  0.1219
H  1.57062  -0.96438  5.97725  0.1157

Entry 4:
Density functional theory data (the ωB97M-V functional and the def2-TZVPD basis) for a structure of composition C21H31ILaN5O at a distorted geometry.

Values from the calculation:
- Net charge: -2
- E_LUMO (alpha / beta): 4.45 / 4.14 eV
- HOMO (alpha / beta): 1.44 / 2.17 eV

Each line ends with the Löwdin charge.
Element x y z (Å)
C  0.47277  1.22257  -3.82285  -0.1668
I  3.24079  -0.25143  -1.83382  0.1415
H  -0.44571  0.78954  -3.42530  -0.0308
H  0.92106  0.38721  -4.45495  0.0784
H  0.43270  2.09815  -4.48946  0.0927
C  -1.01722  3.74220  -0.09410  -0.1276
C  -2.02876  3.48368  -0.94813  -0.1344
N  -1.51907  2.64345  -1.90530  -0.1442
C  -0.21185  2.28364  -1.60968  -0.3069
N  0.11842  3.10818  -0.53894  -0.0937
H  -1.08590  4.41325  0.76140  0.0979
H  -3.02043  3.93241  -0.98430  0.0971
C  2.79776  -4.38716  -0.66128  -0.0879
C  1.31236  -2.66583  -0.54189  -0.3557
N  2.46651  -3.20471  -0.01429  -0.1686
H  1.74607  -5.44681  -2.24855  0.0942
N  0.95858  -3.55106  -1.51316  -0.2021
H  3.67548  -4.96539  -0.43982  0.0998
La  0.27442  -0.64620  -1.36490  0.6919
C  0.91838  2.06784  -2.64890  -0.6569
O  1.89892  2.73086  -2.46593  -0.1267
C  1.83183  -4.61392  -1.56917  -0.1040
C  -0.20724  -3.46769  -2.36460  -0.1691
H  -1.15899  -3.65435  -1.84211  0.0435
H  -0.11576  -4.24056  -3.14141  0.0402
H  -0.31097  -2.53332  -2.95174  0.0007
C  3.29681  -2.66384  1.03051  -0.0746
H  4.08286  -3.42125  1.19032  0.0804
H  2.72878  -2.47978  1.95539  0.0853
H  3.72148  -1.68259  0.75543  0.0260
C  1.44231  3.46445  -0.02227  -0.0489
H  1.49081  4.53106  0.21675  0.0730
H  2.21772  3.25884  -0.75629  0.0619
H  1.65809  2.89473  0.86866  0.0503
C  -2.40013  2.06323  -2.91113  -0.0880
H  -1.92852  1.77630  -3.85740  0.0606
H  -3.20089  2.77749  -3.12781  0.0748
H  -2.87123  1.16019  -2.51039  0.0557
C  -3.34235  -0.45870  3.44050  -0.1399
N  -2.83033  -0.19637  2.11810  -0.3026
C  -2.94018  1.14732  1.61205  -0.1145
C  -1.71914  -1.04989  1.62136  -0.1693
C  -0.34136  -0.53514  1.98102  -0.2772
C  0.01805  -0.61880  3.35117  -0.0736
C  1.25389  -0.11922  3.75604  -0.1347
C  2.14938  0.38649  2.79992  -0.1135
C  1.73607  0.39663  1.44368  -0.2362
C  0.51359  -0.02133  1.02314  -0.3059
H  -4.34538  0.03126  3.54528  0.0773
H  -2.63326  -0.07478  4.22379  0.0684
H  -3.40938  -1.56536  3.53739  0.0777
H  -2.07434  1.79950  1.92748  0.0836
H  -2.93072  1.14207  0.49175  0.0755
H  -3.89219  1.59601  2.00140  0.0774
H  -1.94039  -2.02337  2.10620  0.1107
H  -1.92304  -1.09423  0.51439  0.0854
H  -0.64625  -1.07280  4.06363  0.0774
H  1.51390  -0.15794  4.83346  0.0857
H  3.09781  0.80699  3.15339  0.0860
H  2.50335  0.72826  0.73624  0.0037